(1)
The following is a quantum chemistry calculation of the molecule C7H5NO2, from the Open Molecules 2025 dataset.

Output
gap between HOMO and LUMO (spin up / spin down): 8.1 / 8.1 eV
multiplicity: 1

Each line ends with the Löwdin charge.
CARTESIAN COORDINATES (ANGSTROEM)
C -0.41934 2.82768 -0.40213  0.00
C 0.12576 3.34440 0.66860  0.02
C -0.40000 1.56688 -0.83103  -0.05
C 0.81334 0.91156 1.31790  0.19
C 0.78158 3.13192 1.73697  0.02
C 0.29589 0.63796 0.18180  -0.32
C 0.06276 -0.69280 -0.52115  -0.06
N 1.74981 3.48181 2.61687  -0.41
O 2.52423 4.36250 2.20076  0.08
O 1.85944 2.90161 3.67342  0.10
H -0.85247 1.08280 -1.74934  0.13
H 1.29073 0.28416 1.98847  0.06
H 0.40598 -0.62061 -1.45456  0.02
H -1.04396 -0.80278 -0.51639  0.11
H 0.75459 -1.48114 -0.15270  0.10

---

(2)
The following is a quantum chemistry calculation of the molecule C7H14NP, from the Open Molecules 2025 dataset.

Output
gap between HOMO and LUMO (spin up / spin down): 7.7 / 6.8 eV
multiplicity: 3

Each line ends with the Löwdin charge.
CARTESIAN COORDINATES (ANGSTROEM)
C -0.84824 0.72776 0.80686  -0.16
C 0.62524 0.96020 1.28630  -0.26
C -0.00121 -0.87093 -0.98375  -0.29
C -0.89626 -0.71489 0.21838  -0.42
C 1.40650 0.88597 0.10338  -0.51
C -2.33576 -1.10244 -0.25799  -0.08
C 1.60076 1.91431 -0.87702  -0.15
N 1.54691 -1.86542 0.70642  -0.18
P 1.87712 -0.84958 -0.45044  0.87
H -1.50939 0.85688 1.59303  0.07
H -1.05449 1.58166 0.07770  0.14
H 0.85206 1.93470 1.83191  0.13
H 0.81389 0.17393 2.07242  0.11
H -0.00712 -1.95513 -1.22169  0.08
H -0.25584 -0.17656 -1.76487  0.08
H -0.58996 -1.47080 1.10836  0.16
H -3.22935 -0.58369 0.21752  0.10
H -2.42065 -2.19127 -0.29339  0.07
H -2.45964 -0.89177 -1.27130  0.03
H 1.11229 1.54643 -1.79628  0.07
H 2.70484 1.93899 -0.95581  0.09
H 1.12114 2.89582 -0.76524  0.09
H 1.94714 -2.74416 0.61552  -0.03

---

(3)
The following is a quantum chemistry calculation of a cluster of 2 separate species, C4H13N2O2 in total, from the Open Molecules 2025 dataset.

Output
gap between HOMO and LUMO: 11.2 eV
total charge: +1
multiplicity: 1

Each line ends with the Löwdin charge.
CARTESIAN COORDINATES (ANGSTROEM)
N -1.40941 -0.37703 -0.22608  0.16
C -0.31364 0.30115 0.62511  -0.25
C 0.89203 -0.61386 0.94361  -0.12
C 0.50384 -1.70139 1.78309  -0.20
O -0.61612 -2.25209 1.73885  0.04
C 0.00657 1.58002 -0.18340  -0.17
N -1.34156 2.12788 -0.39899  0.01
H -1.68831 -1.18590 0.37917  0.14
H -0.92463 -0.86134 -1.05122  0.18
H -2.16939 0.34375 -0.55770  0.19
H -0.86295 0.57524 1.55431  0.17
H 1.37032 -0.95050 0.03218  0.10
H 1.57774 -0.00084 1.38374  0.10
H 1.30200 -1.87953 2.61075  0.17
H 0.71696 2.15484 0.43232  0.14
H 0.42929 1.33952 -1.12213  0.10
H -1.45892 2.60785 -1.29633  0.11
H -1.55702 2.78615 0.23389  0.04
H 2.28324 -1.96736 -1.94056  0.13
H 1.60303 -0.88395 -2.93671  0.05
O 1.65696 -1.14260 -2.00389  -0.10

---

(4)
The following is a quantum chemistry calculation of a structure of composition C44H69BF4GaN2OP, from the Open Molecules 2025 dataset.

Output
gap between HOMO and LUMO: 7.7 eV
multiplicity: 1

Each line ends with the Löwdin charge.
CARTESIAN COORDINATES (ANGSTROEM)
Ga -0.91458 0.80276 0.00645  1.05
C -4.05437 3.11955 -0.37517  -0.05
C -4.24408 4.24995 0.62666  -0.36
C -5.30617 3.88836 1.66814  -0.05
C -2.94460 4.67179 1.26915  -0.13
C -2.62276 6.02167 1.22382  -0.03
C -1.45179 6.51088 1.76508  -0.07
C -0.55268 5.63181 2.33913  -0.04
C -0.81873 4.27233 2.38745  -0.14
C 0.17931 3.31628 3.00270  -0.38
C 0.29632 3.56938 4.50682  -0.05
C 1.54313 3.43578 2.31975  -0.06
C -2.03829 3.79320 1.88082  -0.16
N -2.23420 2.41420 1.93558  0.06
C -2.91525 1.81904 2.81845  -0.10
C -2.99063 0.36746 2.83505  -0.08
N -2.10433 -0.32199 2.24548  0.06
C -2.10119 -1.70754 2.18346  -0.17
C -0.95507 -2.36345 2.66919  -0.14
C -0.89544 -3.74567 2.60183  -0.03
C -1.93784 -4.47270 2.05546  -0.06
C -3.04293 -3.81645 1.54852  -0.03
C -3.15082 -2.43255 1.58894  -0.13
C -4.33607 -1.75447 0.94174  -0.38
C -4.53813 -2.24578 -0.49436  -0.05
C -5.61200 -1.97283 1.75789  -0.05
C 0.12169 -1.56528 3.36245  -0.37
C 1.52371 -2.00180 2.95409  -0.06
C -0.07500 -1.67442 4.87931  -0.05
H -4.97270 2.94646 -0.92906  0.09
H -3.77992 2.19530 0.12344  0.05
H -3.26906 3.36399 -1.08781  0.09
H -4.61901 5.11993 0.07589  0.13
H -5.05778 2.95682 2.16783  0.05
H -6.26901 3.76647 1.17916  0.08
H -5.39259 4.67532 2.41638  0.08
H -3.31696 6.70078 0.75149  0.11
H -1.23860 7.56758 1.73466  0.10
H 0.36723 6.01156 2.75763  0.11
H -0.17682 2.29102 2.84085  0.11
H 0.67505 4.57182 4.69216  0.08
H 0.97685 2.85497 4.96381  0.08
H -0.67660 3.47782 4.98438  0.08
H 1.97653 4.42177 2.47324  0.08
H 1.43296 3.26161 1.24969  0.07
H 2.22681 2.69290 2.72805  0.08
H -3.45004 2.34603 3.61806  0.14
H -3.79802 -0.07644 3.42498  0.13
H -0.03197 -4.26773 2.97904  0.11
H -1.89314 -5.55206 2.02903  0.10
H -3.84536 -4.39526 1.11747  0.11
H -4.14044 -0.68000 0.88699  0.11
H -4.87185 -3.28026 -0.52280  0.07
H -3.61370 -2.15823 -1.05828  0.07
H -5.28787 -1.63034 -0.98717  0.09
H -5.87176 -3.02809 1.79319  0.08
H -6.43640 -1.43199 1.30026  0.08
H -5.49154 -1.61896 2.78012  0.07
H 0.00249 -0.51675 3.06237  0.12
H 1.72087 -3.03860 3.21246  0.07
H 2.26476 -1.38986 3.46381  0.08
H 1.64117 -1.87014 1.88397  0.05
H 0.02841 -2.70909 5.19768  0.08
H -1.06748 -1.32774 5.16424  0.08
H 0.66281 -1.07836 5.41046  0.07
O 1.24347 -0.83178 -0.18222  -0.47
P 1.86641 -0.95644 -1.52997  0.80
C 2.50315 0.72947 -1.98763  -0.33
C 3.33952 0.89127 -3.26431  -0.18
C 4.76435 1.34011 -2.95289  -0.20
C 4.78448 2.67216 -2.19664  -0.19
C 3.67228 2.74957 -1.13837  -0.19
C 3.19554 1.34978 -0.77409  -0.21
C 3.10284 -2.35108 -1.44736  -0.31
C 3.96769 -2.62214 -2.67413  -0.20
C 4.97591 -3.71794 -2.32946  -0.18
C 5.99247 -3.21394 -1.29472  -0.19
C 5.43929 -2.03184 -0.49361  -0.20
C 3.96304 -2.23836 -0.17488  -0.19
C 0.51985 -1.35065 -2.74130  -0.34
C -0.23764 -2.60307 -2.27238  -0.18
C 0.03370 -3.79195 -3.18461  -0.19
C -0.48702 -3.50368 -4.59700  -0.18
C -0.27362 -2.03434 -4.98998  -0.18
C 0.89341 -1.42338 -4.21953  -0.19
H 1.55057 1.26851 -2.11411  0.12
H 2.87301 1.64482 -3.90051  0.12
H 3.36507 -0.03719 -3.83338  0.09
H 5.33047 1.44380 -3.88098  0.11
H 5.26141 0.57355 -2.35617  0.09
H 4.67227 3.49695 -2.90220  0.11
H 5.76104 2.78482 -1.72196  0.11
H 2.82314 3.31690 -1.52545  0.12
H 4.03376 3.26807 -0.24869  0.11
H 2.49090 1.38078 0.05827  0.09
H 4.04875 0.74892 -0.45975  0.11
H 2.42207 -3.20368 -1.31601  0.12
H 4.50034 -1.72556 -2.98606  0.10
H 3.34928 -2.95618 -3.50607  0.09
H 5.49010 -4.04503 -3.23679  0.11
H 4.43697 -4.58273 -1.93309  0.11
H 6.91384 -2.90939 -1.79545  0.11
H 6.24650 -4.02616 -0.61362  0.11
H 5.56599 -1.10736 -1.05853  0.09
H 6.00189 -1.92477 0.43556  0.11
H 3.58755 -1.42192 0.44605  0.09
H 3.86781 -3.15218 0.41425  0.12
H -0.14934 -0.49041 -2.60674  0.09
H -1.30669 -2.39279 -2.29432  0.11
H 0.02399 -2.83695 -1.23577  0.10
H -0.45984 -4.68333 -2.79193  0.11
H 1.10574 -4.00413 -3.21672  0.10
H -1.55332 -3.72760 -4.64075  0.11
H 0.01715 -4.16617 -5.30587  0.11
H -1.16858 -1.45919 -4.75961  0.10
H -0.09360 -1.96040 -6.06362  0.11
H 1.09696 -0.42025 -4.59505  0.11
H 1.78465 -2.03010 -4.38152  0.09
F -3.14115 0.32153 -1.08355  0.01
B -2.91161 0.65911 -2.44701  -1.41
F -1.73997 1.47026 -2.39613  0.01
F -2.62562 -0.48799 -3.12361  0.16
F -3.96522 1.32997 -2.95958  0.19

---

(5)
The following is a quantum chemistry calculation of the molecule C9H19N3O4, from the Open Molecules 2025 dataset.

Output
SMILES: NCCCC[C@H](N)C(=O)N[C@@H](CO)C(=O)O
gap between HOMO and LUMO: 9.3 eV
multiplicity: 1

Each line ends with the Löwdin charge.
CARTESIAN COORDINATES (ANGSTROEM)
C 0.11322 1.63633 0.31288  -0.29
C 1.19593 1.46862 -0.81607  -0.44
C -1.23142 1.37673 -0.43958  -0.16
C -2.42912 1.14336 0.47718  -0.21
C -2.85729 -0.33108 0.64319  -0.20
C -3.23179 -0.86346 -0.76054  -0.30
C 2.34816 -0.56665 0.30524  -0.21
C 2.07362 -1.83494 -0.46458  -0.48
C 1.84768 -0.66917 1.73976  -0.16
H -0.53827 3.48908 0.08330  0.04
H 0.97414 3.39265 0.61255  0.09
H 0.20279 1.01100 1.20186  0.10
H -1.17712 0.58634 -1.22850  0.12
H -1.46654 2.22284 -1.11932  0.12
H -3.26132 1.59766 -0.10304  0.11
H -2.46538 1.71395 1.38393  0.10
H -2.24182 -1.11274 1.14133  0.11
H -3.81224 -0.22701 1.14416  0.10
H -3.45634 0.03440 -1.38595  0.10
H -2.35603 -1.29632 -1.30180  0.10
H -4.43307 -2.16639 0.34159  0.10
H -4.33441 -2.59435 -1.31645  0.04
H 2.90870 0.85541 -1.20163  0.16
H 3.43072 -0.62107 0.54144  0.17
H 2.20995 -1.50914 2.26323  0.12
H 2.13688 0.24787 2.30953  0.15
H 0.43625 -0.68624 2.94781  0.10
H 0.46621 -1.67780 0.50371  0.13
N 0.03025 3.02315 0.70224  0.07
N -4.39721 -1.81456 -0.69156  -0.02
N 2.26216 0.69070 -0.42727  0.13
O 1.34416 2.17796 -1.77974  0.09
O 2.92787 -2.28407 -1.23159  0.10
O 0.43481 -0.68078 2.00875  -0.10
O 0.86023 -2.30231 -0.23323  0.13

---

- Which formula does entry 1 have?
  C7H5NO2